1.
Entry from the OMol25 dataset: C3H6O2 in the gas phase (the ωB97M-V functional and the def2-TZVPD basis).

Computed properties:
- SMILES = CC(=O)CO
- Kohn-Sham gap (eV) = 11.064
- ΔE to the lowest compared entry with this formula, charge and spin (kJ/mol) = 73.6
- E_LUMO (eV) = 0.866
- total energy (a.u.) = -268.37720
- E_HOMO (eV) = -10.20
- multiplicity = 1

Element x y z (Å)
C  -1.533  -0.042  -0.145
C  -0.151  0.045  0.455
O  0.020  0.267  1.638
C  1.074  -0.142  -0.428
O  2.204  0.405  0.180
H  -2.088  -0.870  0.307
H  -1.515  -0.160  -1.232
H  -2.064  0.882  0.110
H  0.908  0.317  -1.412
H  1.185  -1.232  -0.587
H  1.959  0.529  1.114

2.
Entry from the OMol25 dataset: C3H6O2 in the gas phase in a non-equilibrium geometry (the ωB97M-V functional and the def2-TZVPD basis).

Computed properties:
- SMILES = CCOC=O
- Kohn-Sham gap (eV) = 11.465
- ΔE to the lowest compared entry with this formula, charge and spin (kJ/mol) = 150.1
- E_LUMO (eV) = 1.009
- total energy (a.u.) = -268.34806
- E_HOMO (eV) = -10.46
- multiplicity = 1

Element x y z (Å)
C  1.099  0.589  -0.222
C  0.393  -0.599  0.374
O  -0.783  -1.001  -0.275
C  -1.746  -0.108  -0.132
O  -1.508  0.991  0.198
H  0.552  1.596  0.051
H  2.150  0.643  0.099
H  1.207  0.473  -1.450
H  1.137  -1.390  0.171
H  0.281  -0.721  1.526
H  -2.780  -0.472  -0.341

3.
Entry from the OMol25 dataset: C3H6O2 in the gas phase (the ωB97M-V functional and the def2-TZVPD basis).

Computed properties:
- SMILES = COCC=O
- Kohn-Sham gap (eV) = 10.719
- ΔE to the lowest compared entry with this formula, charge and spin (kJ/mol) = 160.4
- E_LUMO (eV) = 0.952
- total energy (a.u.) = -268.34415
- E_HOMO (eV) = -9.77
- multiplicity = 1

Element x y z (Å)
C  -1.319  0.657  0.401
O  -0.892  -0.486  -0.311
C  0.412  -0.875  0.041
C  1.422  -0.034  -0.722
O  2.434  0.420  -0.247
H  -1.699  0.380  1.394
H  -0.508  1.387  0.532
H  -2.123  1.126  -0.171
H  0.529  -1.925  -0.255
H  0.605  -0.793  1.120
H  1.140  0.144  -1.782

4.
Entry from the OMol25 dataset: C3H6O2 in the gas phase (the ωB97M-V functional and the def2-TZVPD basis).

Computed properties:
- Kohn-Sham gap (eV) = 10.761
- ΔE to the lowest compared entry with this formula, charge and spin (kJ/mol) = 318.5
- E_LUMO (eV) = 0.988
- total energy (a.u.) = -268.28392
- E_HOMO (eV) = -9.77
- multiplicity = 1

Element x y z (Å)
O  -0.858  0.894  -0.348
C  -0.993  -0.440  0.229
C  0.475  -0.820  0.047
C  0.781  0.610  -0.442
O  1.092  1.520  0.440
H  -0.218  1.549  0.431
H  -1.688  -1.017  -0.381
H  -1.364  -0.385  1.255
H  0.637  -1.593  -0.707
H  1.028  -1.058  0.957
H  1.108  0.740  -1.482